Record 1
An isolated molecule of C3H8N2O. Source: the Open Molecules 2025 dataset; level of theory: wB97M-V/def2-TZVPD.

Values from the calculation:
**Structure (SMILES)**: [H]/N=C(\C)N(C)O
**Max |F|**: 4.23 eV/A
**DFT total energy**: -303.7464 hartree

Element x y z (Å)
H1 -1.9696 -1.6903 0.3034
N1 -0.9670 -1.3901 0.2266
C1 -0.6968 -0.1409 -0.1254
C2 -1.6375 1.0344 -0.0936
N2 0.6279 0.0720 -0.3984
C3 1.3045 1.2452 0.2639
O1 1.3805 -1.0825 -0.0973
H2 -1.7934 1.2176 1.1435
H3 -1.1584 2.1103 -0.6123
H4 -2.6096 0.5893 -0.5249
H5 2.2761 1.3678 -0.2033
H6 0.7910 2.2217 0.0914
H7 1.2777 0.9493 1.2983
H8 0.6950 -1.7113 0.2158

Atom charges from the Mulliken analysis, given in e for atoms 1 to 4:
1. H 0.22
2. N -0.73
3. C 0.59
4. C -0.86

Record 2
A cluster of 2 separate species, C4H6N2O in total. Source: the Open Molecules 2025 dataset; level of theory: wB97M-V/def2-TZVPD.

Values from the calculation:
**Structure (SMILES)**: NN=C=C=O.C=C
**Max |F|**: 5.40 eV/A
**DFT total energy**: -340.5907 hartree

Element x y z (Å)
N1 0.0856 -1.4938 -0.8119
N2 1.1165 -1.7007 -0.0462
C1 1.9270 -0.8598 0.2588
C2 2.3770 0.3595 0.0356
O1 3.0803 1.2939 -0.0422
H1 -0.1664 -0.6090 -1.1459
H2 -0.5812 -2.2434 -0.7782
C3 -0.7406 1.2453 0.2240
C4 -1.8280 0.5798 0.5772
H3 -0.1581 1.7252 1.0097
H4 -0.5502 1.2032 -0.8627
H5 -2.3801 0.0698 -0.0647
H6 -2.1818 0.4300 1.6465

Atom charges from the Mulliken analysis, given in e for atoms 1 to 4:
1. N -0.13
2. N -0.41
3. C 0.00
4. C 0.52

Record 3
A structure of composition C34H38BBrMnN4O2SSi. Source: the Open Molecules 2025 dataset; level of theory: wB97M-V/def2-TZVPD.

Values from the calculation:
**⟨S²⟩**: 3.867
**2S+1**: 4
**Max |F|**: 0.33 eV/A
**DFT total energy**: -6125.6183 hartree

Element x y z (Å)
Mn1 0.2469 -0.2016 -0.1187
Br1 0.0450 0.0041 2.3858
C1 1.9010 0.2913 2.7552
C2 2.3064 0.4365 4.0441
C3 3.6794 0.6628 4.2881
C4 4.5585 0.7357 3.2473
C5 4.1247 0.5818 1.9065
C6 5.0240 0.6606 0.8166
C7 4.5647 0.5073 -0.4583
C8 3.1944 0.2593 -0.7062
C9 2.2660 0.1693 0.3037
C10 2.7531 0.3431 1.6314
H1 1.6012 0.3816 4.8620
H2 4.0224 0.7791 5.3075
H3 5.6111 0.9130 3.4333
H4 6.0736 0.8428 1.0144
H5 5.2537 0.5690 -1.2923
H6 2.8879 0.1360 -1.7405
C11 0.9071 -1.9569 -3.2505
C12 0.5375 -0.5113 -3.2204
C13 0.4859 0.2624 -4.3571
C14 0.1337 1.6163 -4.2570
C15 -0.1744 2.1858 -3.0505
C16 -0.1324 1.3609 -1.9072
N1 0.2285 0.0562 -2.0382
N2 -0.3773 1.6313 -0.6154
Si1 -1.2418 3.0452 -0.0526
C17 -1.7980 2.8112 1.7106
C18 -0.1255 4.5427 -0.1605
C19 -2.7841 3.2886 -1.0874
H7 1.1375 -2.2624 -4.2691
H8 0.0807 -2.5585 -2.8704
H9 1.7651 -2.1512 -2.6077
H10 0.7201 -0.1810 -5.3137
H11 0.1100 2.2241 -5.1533
H12 -0.4286 3.2311 -2.9617
H13 -0.9701 2.8047 2.4193
H14 -2.3673 1.8872 1.8374
H15 -2.4574 3.6435 1.9718
H16 0.7675 4.3906 0.4497
H17 -0.6355 5.4390 0.2010
H18 0.2045 4.7362 -1.1832
H19 -3.4384 2.4199 -0.9832
H20 -2.5861 3.4268 -2.1506
H21 -3.3279 4.1682 -0.7327
C20 -7.6829 -0.2004 -2.5274
C21 -7.7120 -0.8117 -1.1263
C22 -8.6165 0.0589 -0.2434
C23 -8.3093 -2.2216 -1.2323
C24 -6.3167 -0.8944 -0.5033
C25 -6.1735 -1.4289 0.7810
C26 -4.9406 -1.5410 1.4186
C27 -3.8388 -1.1014 0.7222
O1 -2.5164 -1.1032 1.0941
B1 -1.8201 -0.6636 -0.0441
O2 -2.7230 -0.2263 -1.0243
C28 -3.9604 -0.5733 -0.5495
C29 -5.1778 -0.4528 -1.1837
H22 -8.6977 -0.1631 -2.9272
H23 -7.0771 -0.7942 -3.2147
H24 -7.2929 0.8190 -2.5149
H25 -9.6158 0.1269 -0.6793
H26 -8.2116 1.0685 -0.1535
H27 -8.7156 -0.3538 0.7610
H28 -9.3064 -2.1766 -1.6761
H29 -8.3979 -2.6955 -0.2542
H30 -7.6836 -2.8594 -1.8597
H31 -7.0530 -1.7729 1.3102
H32 -4.8495 -1.9590 2.4120
H33 -5.2236 -0.0324 -2.1778
C30 -1.2872 -6.9724 0.0895
C31 -1.4603 -5.5283 -0.2690
C32 -2.6245 -5.0474 -0.8622
C33 -2.6713 -3.6948 -1.1325
N3 -1.6622 -2.8778 -0.8451
C34 -0.5894 -3.4234 -0.2675
S1 0.7854 -2.4049 0.1191
N4 -0.4458 -4.7176 0.0230
H34 -2.0761 -7.5907 -0.3352
H35 -1.2999 -7.0821 1.1748
H36 -0.3175 -7.3243 -0.2599
H37 -3.4527 -5.6998 -1.0981
H38 -3.5428 -3.2390 -1.5921

Atom charges from the Mulliken analysis, given in e for atoms 1 to 4:
1. Mn -1.34
2. Br 0.14
3. C 1.19
4. C -0.87

Record 4
A cluster of 7 separate species, C49H121N6O9 in total. Source: the Open Molecules 2025 dataset; level of theory: wB97M-V/def2-TZVPD.

Values from the calculation:
**⟨S²⟩**: 0.758
**2S+1**: 2
**Max |F|**: 4.54 eV/A
**DFT total energy**: -2942.5638 hartree
**Net charge**: +6

Element x y z (Å)
C1 -3.3576 -2.3692 4.0723
C2 -3.4134 -2.2108 2.4701
N1 -2.5062 -3.2597 1.6751
C3 -2.2044 -2.5611 0.2587
C4 -1.2846 -3.8282 2.4297
C5 -0.0264 -2.8691 2.5649
C6 -3.3759 -4.5598 1.4474
C7 -4.1606 -5.1851 2.6418
O1 -3.3692 -5.8539 3.6183
C8 -3.9842 -6.6796 4.6437
H1 -2.4414 -2.0012 4.5340
H2 -3.5644 -3.3769 4.4325
H3 -4.1036 -1.6352 4.3771
H4 -2.9985 -1.2161 2.3068
H5 -4.3829 -2.2176 1.9720
H6 -1.7421 -3.4173 -0.2326
H7 -1.5837 -1.6748 0.3909
H8 -3.1260 -2.3526 -0.2847
H9 -1.0194 -4.7524 1.9162
H10 -1.5525 -4.1912 3.4220
H11 0.6387 -2.7257 1.7134
H12 0.4520 -3.1498 3.5032
H13 -0.3776 -1.8622 2.7904
H14 -2.8407 -5.1911 0.7380
H15 -4.1285 -4.0705 0.8291
H16 -4.8283 -5.9507 2.2465
H17 -4.9587 -4.4832 2.8837
H18 -4.4329 -7.5263 4.1243
H19 -4.8268 -6.1377 5.0732
H20 -3.3334 -7.0110 5.4528
C9 -4.1659 5.3959 -6.1657
C10 -3.0488 4.2705 -6.1851
N2 -1.6042 4.8489 -6.0423
C11 -0.7106 3.6390 -6.1394
C12 -1.3804 5.8835 -7.1725
C13 0.0791 6.4212 -7.4301
C14 -1.4324 5.6210 -4.7050
C15 -1.9520 5.0025 -3.3909
O2 -1.3992 3.6683 -3.2658
C16 -1.7893 3.1091 -2.0287
H21 -5.1767 5.0092 -6.2957
H22 -4.1277 6.0733 -7.0188
H23 -4.2177 5.9551 -5.2316
H24 -3.1160 3.7076 -7.1161
H25 -3.2973 3.5143 -5.4405
H26 0.2871 4.0232 -5.9271
H27 -0.7386 3.4245 -7.2078
H28 -0.8785 2.7857 -5.4823
H29 -2.0151 6.7666 -7.0988
H30 -1.6134 5.3721 -8.1064
H31 0.3370 6.8480 -6.4609
H32 0.0430 7.0760 -8.3008
H33 0.8680 5.7087 -7.6708
H34 -1.8815 6.6134 -4.7435
H35 -0.3684 5.8557 -4.7354
H36 -3.0297 4.8425 -3.3569
H37 -1.6844 5.6297 -2.5405
H38 -2.8596 2.9812 -2.1904
H39 -1.6034 3.7431 -1.1618
H40 -1.0960 2.2810 -1.8817
C17 4.3185 1.1372 2.5216
C18 4.9434 -0.2647 2.3807
N3 4.3562 -1.4910 3.2167
C19 2.8375 -1.5805 3.1887
C20 4.9326 -2.7652 2.5953
C21 4.1985 -3.3653 1.3277
C22 4.7455 -1.2985 4.7141
C23 6.2140 -1.0079 5.0622
O3 7.0929 -2.0538 4.5190
C24 8.3692 -1.9973 4.9931
H41 4.7968 1.6424 3.3608
H42 3.2517 1.0764 2.7366
H43 4.5065 1.8737 1.7404
H44 6.0286 -0.1999 2.4590
H45 4.7162 -0.6033 1.3698
H46 2.5061 -0.6420 3.6331
H47 2.5556 -2.4815 3.7336
H48 2.5249 -1.7726 2.1623
H49 5.0417 -3.4640 3.4246
H50 5.9457 -2.5320 2.2675
H51 3.9321 -2.7582 0.4625
H52 3.4375 -4.0341 1.7297
H53 4.9543 -4.0224 0.8976
H54 4.3274 -2.1506 5.2501
H55 4.0665 -0.5496 5.1218
H56 6.2591 -0.9254 6.1481
H57 6.4502 -0.0204 4.6658
H58 8.9671 -1.1995 4.5525
H59 8.7757 -2.9703 4.7174
H60 8.4945 -1.9345 6.0741
C25 -6.9430 -0.7532 -3.9229
C26 -5.4914 -0.3296 -4.1090
N4 -4.7965 -0.5593 -5.4918
C27 -4.6168 -1.9520 -5.6985
C28 -5.5440 -0.0671 -6.7647
C29 -5.6814 1.4777 -6.9555
C30 -3.4897 0.3438 -5.4727
C31 -2.4026 -0.0329 -4.5049
O4 -1.8117 -1.3482 -4.5269
C32 -1.1209 -1.6581 -3.2956
H61 -7.0896 -1.8203 -4.0899
H62 -7.5044 -0.3195 -4.7505
H63 -7.1494 -0.4566 -2.8945
H64 -5.0372 -0.9816 -3.3629
H65 -5.3784 0.7224 -3.8470
H66 -5.6142 -2.3750 -5.5781
H67 -3.8874 -2.3638 -5.0009
H68 -4.2729 -2.0759 -6.7253
H69 -6.5479 -0.4910 -6.7405
H70 -5.1989 -0.4122 -7.7393
H71 -6.1894 1.6564 -6.0079
H72 -6.4043 1.6286 -7.7573
H73 -4.7145 1.9252 -7.1855
H74 -3.7660 1.3854 -5.3091
H75 -3.1836 0.3668 -6.5186
H76 -2.7700 0.2460 -3.5173
H77 -1.5549 0.6470 -4.4206
H78 -0.4294 -0.9433 -2.8495
H79 -0.4719 -2.5128 -3.4863
H80 -1.8363 -1.8918 -2.5071
C33 -0.6818 2.2200 7.9476
C34 -1.5877 0.9976 7.8454
N5 -0.9344 -0.3342 8.2810
C35 -0.5886 -0.1538 9.7937
C36 -2.0418 -1.3825 8.0830
C37 -1.4130 -2.8455 8.0366
C38 0.4368 -0.6057 7.5438
C39 0.3749 -0.9205 5.9562
O5 -0.6817 -0.2796 5.2256
C40 -0.3660 0.8419 4.3875
H81 0.1534 2.1060 7.2565
H82 -0.3536 2.3589 8.9777
H83 -1.1257 3.1404 7.5681
H84 -2.0061 0.8654 6.8476
H85 -2.4898 1.2455 8.4047
H86 -1.4825 0.2162 10.2959
H87 0.1801 0.6117 9.8995
H88 -0.3694 -1.1057 10.2772
H89 -2.5817 -1.2409 7.1467
H90 -2.8016 -1.1817 8.8383
H91 -0.9400 -3.1207 7.0940
H92 -2.2622 -3.5005 8.2318
H93 -0.7357 -3.1184 8.8458
H94 0.9143 -1.3756 8.1500
H95 1.1145 0.2456 7.6075
H96 0.3850 -2.0090 5.8987
H97 1.3292 -0.5462 5.5859
H98 0.1747 0.4675 3.5184
H99 0.2144 1.6299 4.8674
H100 -1.2846 1.3275 4.0581
C41 1.6437 1.9197 -3.8771
C42 2.2793 1.1523 -2.7309
N6 3.7988 0.6917 -2.8921
C43 4.1316 -0.1831 -1.7052
C44 4.1910 -0.0482 -4.2621
C45 3.1829 -1.0706 -4.6308
C46 4.6205 2.0059 -2.6946
C47 6.1583 1.7985 -2.8890
O6 6.7880 2.3153 -1.7807
C48 8.1756 2.1961 -1.8326
H101 1.4848 1.3346 -4.7830
H102 2.2538 2.7601 -4.2080
H103 0.6546 2.2653 -3.5769
H104 1.7741 0.2086 -2.5254
H105 2.1993 1.7475 -1.8213
H106 3.5916 -1.1134 -1.8815
H107 3.8381 0.3096 -0.7782
H108 5.1851 -0.4627 -1.6995
H109 5.1457 -0.4653 -3.9416
H110 4.3050 0.7509 -4.9947
H111 3.4280 -1.9221 -5.2656
H112 2.2210 -0.7896 -5.0596
H113 2.8202 -1.6615 -3.7897
H114 4.3402 2.5021 -1.7655
H115 4.1735 2.6344 -3.4649
H116 6.5361 2.2597 -3.8015
H117 6.4273 0.7543 -3.0483
H118 8.4914 1.1529 -1.8233
H119 8.5186 2.5134 -0.8478
H120 8.7476 2.6445 -2.6449
O7 1.4722 0.4042 0.9617
C49 0.7050 -0.1545 0.0420
O8 -0.4227 0.3939 -0.2270
O9 1.0699 -1.1737 -0.5161
H121 1.2779 1.3249 0.7716

Atom charges from the Mulliken analysis, given in e for atoms 1 to 4:
1. C -0.92
2. C -0.55
3. N 0.40
4. C -1.26

Record 5
A structure of composition C27H56Ca3NO16P2. Source: the Open Molecules 2025 dataset; level of theory: wB97M-V/def2-TZVPD.

Values from the calculation:
**Max |F|**: 6.38 eV/A
**DFT total energy**: -5035.9802 hartree
**Net charge**: -1

Element x y z (Å)
Ca1 -10.1636 -10.4996 11.1855
Ca2 -14.5936 -12.9052 8.3381
Ca3 -12.5329 -9.7787 4.0304
P1 -9.9482 -11.9989 7.3192
O1 -11.0503 -10.9610 7.5750
O2 -10.1817 -12.1472 5.8447
O3 -10.6737 -12.8075 8.4394
O4 -8.8189 -11.2416 7.9467
P2 -16.8746 -11.6291 4.5045
O5 -16.1351 -10.6376 5.4535
O6 -16.2540 -10.7031 3.4259
O7 -18.2937 -11.1283 4.8966
O8 -16.1209 -12.9193 4.8860
O9 -15.4956 -10.8987 14.7672
C1 -14.3922 -10.6595 14.0785
O10 -14.2505 -10.9831 12.9073
O11 -13.3144 -10.1718 14.5982
H1 -15.1335 -10.8170 15.6525
C2 -5.6713 -16.0612 2.3374
C3 -5.3332 -17.3345 1.5889
C4 -3.7585 -17.1386 1.5324
O12 -3.5831 -16.9316 2.9875
C5 -4.5314 -15.9292 3.4088
H2 -6.6118 -16.0771 2.8882
H3 -5.6861 -15.2924 1.5648
H4 -5.5010 -17.4168 0.5151
H5 -5.5215 -18.2813 2.0950
H6 -3.2870 -16.3146 0.9970
H7 -3.1899 -18.0240 1.2477
H8 -4.1501 -14.9091 3.4568
H9 -4.8662 -16.0683 4.4368
C6 -7.9651 -16.2680 14.2118
C7 -8.4800 -15.8253 15.6174
C8 -9.2454 -14.6263 15.1250
O13 -8.7073 -14.1200 13.8937
C9 -7.6060 -14.9304 13.4058
H10 -8.8099 -16.7850 13.7566
H11 -7.1175 -16.9527 14.2394
H12 -7.7366 -15.4692 16.3306
H13 -9.0798 -16.6268 16.0486
H14 -9.1135 -13.8508 15.8795
H15 -10.3023 -14.8763 15.0323
H16 -6.7213 -14.3583 13.6852
H17 -7.6346 -15.0277 12.3205
C10 -17.5741 -4.2547 10.4349
C11 -17.5784 -5.5873 11.1144
C12 -17.4051 -6.5587 9.8747
O14 -17.9515 -5.8695 8.7946
C13 -18.4025 -4.5517 9.1305
H18 -16.5530 -3.9662 10.1856
H19 -18.1190 -3.4965 10.9973
H20 -18.5692 -5.7601 11.5346
H21 -16.8013 -5.6792 11.8733
H22 -17.8580 -7.5159 10.1331
H23 -16.3507 -6.7017 9.6380
H24 -19.4764 -4.5090 9.3117
H25 -18.1756 -3.8005 8.3740
C14 -10.4426 -3.4559 11.6218
C15 -9.8095 -3.7791 10.3229
C16 -10.3825 -5.1479 10.0215
O15 -10.4459 -5.7872 11.2880
C17 -10.7549 -4.8354 12.2637
H26 -11.3235 -2.8159 11.5704
H27 -9.7173 -3.0121 12.3038
H28 -8.7538 -3.9098 10.5606
H29 -9.8697 -2.9394 9.6305
H30 -9.6880 -5.7630 9.4491
H31 -11.3752 -5.1424 9.5714
H32 -10.1397 -5.0439 13.1390
H33 -11.8182 -4.7556 12.4901
C18 -4.8019 -7.6398 15.1660
C19 -4.0833 -8.0686 13.8950
C20 -5.2245 -8.4090 12.9528
O16 -6.3205 -8.7689 13.7979
C21 -6.0583 -8.5855 15.2480
H34 -5.1372 -6.6032 15.1304
H35 -4.1465 -7.6939 16.0353
H36 -3.5336 -8.9923 14.0754
H37 -3.4173 -7.2826 13.5387
H38 -4.9535 -9.1121 12.1652
H39 -5.6192 -7.5210 12.4590
H40 -5.9015 -9.5775 15.6716
H41 -6.9431 -8.2567 15.7931
C22 -11.3978 -11.7234 -0.4931
C23 -11.1936 -10.2595 -0.8008
N1 -10.4728 -9.3856 0.1645
C24 -9.0937 -9.9370 0.3985
C25 -8.1434 -9.0620 1.2578
C26 -10.6118 -7.9176 -0.0614
C27 -10.0569 -7.5113 -1.3899
H42 -10.4595 -12.2226 -0.7347
H43 -12.1289 -12.1977 -1.1478
H44 -11.6453 -11.9727 0.5388
H45 -10.6805 -10.2058 -1.7610
H46 -12.2356 -9.9615 -0.9170
H47 -8.5290 -10.1725 -0.5035
H48 -9.2361 -10.9569 0.7560
H49 -8.3344 -8.9101 2.3202
H50 -8.1062 -8.0359 0.8919
H51 -7.1247 -9.4496 1.2502
H52 -11.6691 -7.6748 -0.1679
H53 -10.2791 -7.4492 0.8649
H54 -9.0180 -7.8059 -1.5377
H55 -10.6245 -7.8775 -2.2454
H56 -10.2234 -6.4342 -1.3768

Atom charges from the Mulliken analysis, given in e for atoms 1 to 4:
1. Ca 1.27
2. Ca 1.11
3. Ca 0.59
4. P 0.50

Summary of ΔE to the lowest compared entry with this formula, charge and spin in kcal per mole
91.5, 128.1, 59.1, 0.0, 770.1
(order as listed above)